Molecular formula: C36H27Cl2N8O2RuS
Method: DFT, ωB97M-V/def2-TZVPD

Output
**Net charge**: 0
**LUMO energy (spin up / spin down)**: -0.634 / -1.814 eV
**Orbital gap (spin up / spin down)**: 5.9 / 4.7 eV
**Expectation value of S²**: 0.76
**Spin multiplicity**: 2
**ΔE to the lowest compared entry with this formula, charge and spin**: 17.0 kcal/mol

Element x y z (Å)
Ru  -0.647  -0.111  0.089
Cl  2.878  -5.620  2.178
C  2.458  -4.168  1.331
C  1.465  -3.356  1.847
C  1.098  -2.186  1.177
N  0.034  -1.368  1.553
C  -0.462  -1.329  2.789
O  -0.145  -1.972  3.791
C  -1.545  -0.283  2.915
C  -2.092  -0.024  4.165
C  -2.999  1.007  4.306
C  -3.324  1.765  3.188
C  -2.751  1.432  1.977
N  -1.897  0.416  1.827
C  1.752  -1.813  -0.011
C  2.751  -2.649  -0.505
C  3.098  -3.815  0.149
Cl  4.331  -4.822  -0.539
N  1.269  -0.686  -0.748
C  2.273  0.028  -1.324
O  3.472  -0.096  -1.066
C  2.005  1.008  -2.455
C  2.886  0.907  -3.539
C  2.746  1.769  -4.605
C  1.755  2.741  -4.552
C  0.955  2.784  -3.428
N  1.061  1.936  -2.404
H  0.973  -3.623  2.767
H  -1.758  -0.638  4.989
H  -3.439  1.229  5.269
H  -4.010  2.599  3.248
H  -2.979  2.005  1.085
H  3.264  -2.400  -1.420
H  3.665  0.161  -3.505
H  3.408  1.698  -5.459
H  1.614  3.453  -5.354
H  0.186  3.544  -3.337
N  0.177  3.905  0.878
C  0.420  3.970  2.268
C  0.009  5.056  3.026
C  0.252  5.071  4.392
C  0.863  3.987  5.007
C  1.245  2.887  4.251
C  1.056  2.894  2.877
S  1.632  1.581  1.853
N  0.342  1.573  0.732
C  -0.175  2.687  0.336
C  -1.177  2.595  -0.736
C  -1.793  3.693  -1.328
C  -2.628  3.496  -2.414
C  -2.800  2.205  -2.892
C  -2.182  1.157  -2.235
N  -1.419  1.327  -1.153
H  -0.280  4.713  0.493
H  -0.493  5.890  2.549
H  -0.050  5.929  4.978
H  1.039  3.993  6.074
H  1.706  2.027  4.719
H  -1.622  4.697  -0.965
H  -3.114  4.336  -2.891
H  -3.411  2.004  -3.761
H  -2.300  0.133  -2.563
C  -4.110  -0.615  -0.107
C  -3.271  -1.713  -0.635
C  -3.826  -2.920  -1.179
C  -2.773  -3.644  -1.634
C  -1.598  -2.870  -1.361
C  -0.246  -3.268  -1.785
N  -1.922  -1.701  -0.730
H  -4.664  -0.948  0.775
H  -4.851  -0.329  -0.859
H  -3.513  0.250  0.149
H  -4.877  -3.159  -1.207
H  -2.771  -4.609  -2.114
H  -0.310  -4.028  -2.562
H  0.313  -3.691  -0.945
H  0.312  -2.403  -2.139

Mulliken atomic charge list, values in e, 2 entries: Ru -0.92; Cl -0.23

***

Molecular formula: C36H27Cl4CuF5N4O2SSeTe
Method: DFT, ωB97M-V/def2-TZVPD

Output
**Net charge**: -2
**LUMO energy (spin up / spin down)**: 3.632 / 2.860 eV
**Orbital gap (spin up / spin down)**: 5.8 / 5.0 eV
**Expectation value of S²**: 1.05
**Spin multiplicity**: 2
**ΔE to the lowest compared entry with this formula, charge and spin**: 4.4 kcal/mol

Element x y z (Å)
Cu  -0.669  0.056  -0.515
C  2.849  -2.617  1.726
C  4.084  -1.800  2.007
C  4.961  -2.187  3.022
C  6.144  -1.508  3.275
C  6.489  -0.416  2.490
C  5.631  -0.002  1.485
C  4.426  -0.664  1.252
N  3.594  -0.186  0.213
C  2.247  0.116  0.298
N  1.806  0.327  1.573
C  0.495  0.334  2.122
C  -0.681  0.363  1.369
C  -1.896  0.332  2.052
C  -1.955  0.282  3.438
C  -0.776  0.273  4.166
C  0.454  0.298  3.525
C  1.725  0.250  4.341
N  1.524  0.314  -0.741
C  2.030  -0.024  -2.025
C  2.303  -1.350  -2.355
C  2.715  -1.685  -3.637
C  2.851  -0.699  -4.602
C  2.581  0.625  -4.272
C  2.177  0.982  -2.990
C  1.873  2.402  -2.613
H  3.013  -3.669  1.952
H  2.541  -2.559  0.681
H  1.985  -2.296  2.318
H  4.711  -3.069  3.602
H  6.800  -1.839  4.072
H  7.417  0.115  2.664
H  5.885  0.852  0.864
H  3.989  -0.083  -0.707
H  2.531  0.232  2.259
H  -2.822  0.338  1.491
H  -2.914  0.237  3.941
H  -0.804  0.231  5.250
H  1.483  0.214  5.402
H  2.359  1.130  4.174
H  2.326  -0.640  4.115
H  2.143  -2.123  -1.612
H  2.897  -2.724  -3.884
H  3.143  -0.959  -5.612
H  2.665  1.400  -5.030
H  1.965  3.071  -3.473
H  2.537  2.758  -1.819
H  0.856  2.465  -2.223
Te  -2.295  2.102  -0.846
C  -1.410  3.871  -0.074
C  -1.661  4.466  1.137
C  -1.040  5.736  1.299
C  -0.324  6.105  0.197
S  -0.411  4.908  -1.022
H  -2.282  3.990  1.889
H  -1.122  6.346  2.191
H  0.252  7.008  0.039
Cl  -0.968  -1.214  -6.080
C  -1.468  -0.307  -4.619
C  -0.948  -0.911  -3.309
O  -0.652  -2.086  -3.230
O  -0.915  0.016  -2.398
H  -2.554  -0.317  -4.576
H  -1.115  0.712  -4.715
F  -9.803  -0.250  0.815
C  -8.657  -0.224  0.118
C  -7.777  0.824  0.251
F  -8.086  1.833  1.084
C  -6.594  0.839  -0.462
F  -5.814  1.902  -0.276
C  -6.213  -0.177  -1.344
Se  -4.609  -0.179  -2.329
C  -7.149  -1.213  -1.453
F  -6.923  -2.238  -2.280
C  -8.333  -1.247  -0.743
F  -9.190  -2.273  -0.887
Cl  1.135  -5.385  0.887
C  -0.925  -4.395  -0.463
Cl  -2.228  -4.918  0.549
Cl  -0.737  -5.235  -1.936
C  -0.616  -3.027  -0.362
N  -0.258  -1.962  -0.079

Mulliken atomic charge list, values in e, 2 entries: Cu -1.20; C -0.64

***

Molecular formula: C36H27FeNOP2S4
Method: DFT, ωB97M-V/def2-TZVPD

Output
**Net charge**: -1
**LUMO energy (spin up / spin down)**: 2.111 / 1.575 eV
**Orbital gap (spin up / spin down)**: 6.9 / 6.6 eV
**Expectation value of S²**: 8.77
**Spin multiplicity**: 6

Element x y z (Å)
Fe  -0.350  -1.841  -2.673
S  2.020  -1.515  -2.261
P  1.807  -1.301  -0.253
C  0.243  -0.834  0.330
P  -1.069  -1.746  -0.431
S  -1.076  -0.235  -4.070
C  -2.531  -1.007  0.390
C  -2.438  -0.579  1.714
C  -3.538  -0.033  2.352
C  -4.738  0.111  1.666
C  -4.834  -0.294  0.344
C  -3.733  -0.855  -0.292
C  -1.065  -3.453  0.289
C  -1.823  -3.824  1.397
C  -1.732  -5.109  1.913
C  -0.893  -6.042  1.327
C  -0.150  -5.690  0.209
C  -0.234  -4.407  -0.301
C  2.970  0.000  0.268
C  2.491  1.289  0.478
C  3.369  2.307  0.817
C  4.725  2.041  0.946
C  5.205  0.757  0.733
C  4.332  -0.263  0.390
C  2.484  -2.784  0.580
C  3.145  -3.792  -0.109
C  3.565  -4.929  0.566
C  3.310  -5.070  1.921
C  2.639  -4.068  2.610
C  2.229  -2.926  1.943
H  -1.487  -0.672  2.223
H  -3.461  0.291  3.383
H  -5.598  0.543  2.162
H  -5.765  -0.162  -0.192
H  -3.800  -1.172  -1.326
H  -2.494  -3.112  1.858
H  -2.330  -5.382  2.775
H  -0.823  -7.044  1.734
H  0.485  -6.422  -0.274
H  0.342  -4.144  -1.179
H  1.427  1.464  0.386
H  2.999  3.311  0.984
H  5.410  2.834  1.224
H  6.264  0.551  0.837
H  4.694  -1.271  0.226
H  3.317  -3.679  -1.173
H  4.081  -5.716  0.029
H  3.629  -5.964  2.442
H  2.431  -4.186  3.666
H  1.692  -2.140  2.462
C  -2.720  9.338  -0.104
C  -2.244  8.049  -0.726
O  -2.868  7.388  -1.507
S  -0.614  7.598  -0.140
C  -0.404  6.011  -0.911
C  -0.089  5.928  -2.261
C  -0.045  4.692  -2.879
C  -0.319  3.521  -2.158
C  -0.552  3.621  -0.778
C  -0.608  4.857  -0.163
C  -0.432  2.267  -2.811
C  -0.697  1.205  -3.335
H  -3.406  9.838  -0.785
H  -1.875  9.982  0.134
H  -3.256  9.105  0.817
H  0.101  6.830  -2.827
H  0.176  4.617  -3.935
H  -0.720  2.712  -0.215
H  -0.833  4.939  0.893
S  -1.745  -6.104  -4.207
C  -1.273  -4.647  -3.743
N  -0.916  -3.582  -3.398

Mulliken atomic charge list, values in e, 2 entries: Fe 0.04; S -0.59

***

Look up the expectation value of S² of the third one. 8.77

***

What is the formula in the third record? C36H27FeNOP2S4

***

What is the expectation value of S² in the second record? 1.05

***

Copy entry 1 word for word.
Molecular formula: C36H27Cl2N8O2RuS
Method: DFT, ωB97M-V/def2-TZVPD

Output
**Net charge**: 0
**LUMO energy (spin up / spin down)**: -0.634 / -1.814 eV
**Orbital gap (spin up / spin down)**: 5.9 / 4.7 eV
**Expectation value of S²**: 0.76
**Spin multiplicity**: 2
**ΔE to the lowest compared entry with this formula, charge and spin**: 17.0 kcal/mol

Element x y z (Å)
Ru  -0.647  -0.111  0.089
Cl  2.878  -5.620  2.178
C  2.458  -4.168  1.331
C  1.465  -3.356  1.847
C  1.098  -2.186  1.177
N  0.034  -1.368  1.553
C  -0.462  -1.329  2.789
O  -0.145  -1.972  3.791
C  -1.545  -0.283  2.915
C  -2.092  -0.024  4.165
C  -2.999  1.007  4.306
C  -3.324  1.765  3.188
C  -2.751  1.432  1.977
N  -1.897  0.416  1.827
C  1.752  -1.813  -0.011
C  2.751  -2.649  -0.505
C  3.098  -3.815  0.149
Cl  4.331  -4.822  -0.539
N  1.269  -0.686  -0.748
C  2.273  0.028  -1.324
O  3.472  -0.096  -1.066
C  2.005  1.008  -2.455
C  2.886  0.907  -3.539
C  2.746  1.769  -4.605
C  1.755  2.741  -4.552
C  0.955  2.784  -3.428
N  1.061  1.936  -2.404
H  0.973  -3.623  2.767
H  -1.758  -0.638  4.989
H  -3.439  1.229  5.269
H  -4.010  2.599  3.248
H  -2.979  2.005  1.085
H  3.264  -2.400  -1.420
H  3.665  0.161  -3.505
H  3.408  1.698  -5.459
H  1.614  3.453  -5.354
H  0.186  3.544  -3.337
N  0.177  3.905  0.878
C  0.420  3.970  2.268
C  0.009  5.056  3.026
C  0.252  5.071  4.392
C  0.863  3.987  5.007
C  1.245  2.887  4.251
C  1.056  2.894  2.877
S  1.632  1.581  1.853
N  0.342  1.573  0.732
C  -0.175  2.687  0.336
C  -1.177  2.595  -0.736
C  -1.793  3.693  -1.328
C  -2.628  3.496  -2.414
C  -2.800  2.205  -2.892
C  -2.182  1.157  -2.235
N  -1.419  1.327  -1.153
H  -0.280  4.713  0.493
H  -0.493  5.890  2.549
H  -0.050  5.929  4.978
H  1.039  3.993  6.074
H  1.706  2.027  4.719
H  -1.622  4.697  -0.965
H  -3.114  4.336  -2.891
H  -3.411  2.004  -3.761
H  -2.300  0.133  -2.563
C  -4.110  -0.615  -0.107
C  -3.271  -1.713  -0.635
C  -3.826  -2.920  -1.179
C  -2.773  -3.644  -1.634
C  -1.598  -2.870  -1.361
C  -0.246  -3.268  -1.785
N  -1.922  -1.701  -0.730
H  -4.664  -0.948  0.775
H  -4.851  -0.329  -0.859
H  -3.513  0.250  0.149
H  -4.877  -3.159  -1.207
H  -2.771  -4.609  -2.114
H  -0.310  -4.028  -2.562
H  0.313  -3.691  -0.945
H  0.312  -2.403  -2.139

Mulliken atomic charge list, values in e, 2 entries: Ru -0.92; Cl -0.23